Here is a 3-piece molecular cluster, C15H36N3O4 overall from the Open Molecules 2025 dataset. Energies are from the ωB97M-V functional and the def2-TZVPD basis.

Element x y z (Å)
N (-2.62136, -6.09942, -2.11137)
C (-1.68514, -7.20864, -1.90986)
C (-0.35196, -6.66888, -1.44978)
O (0.17649, -5.83952, -2.49360)
O (1.44397, -5.33439, -2.06157)
C (-2.17434, -8.19181, -0.79056)
O (-2.83265, -7.66758, 0.12519)
O (-1.77794, -9.36821, -0.92942)
H (-2.51461, -5.69768, -3.03189)
H (-3.57158, -6.40496, -1.96635)
H (-1.52501, -7.79520, -2.81701)
H (0.34131, -7.48867, -1.25532)
H (-0.50575, -6.06874, -0.54953)
H (1.19466, -4.59943, -1.48424)
C (4.54100, -0.55660, 0.58739)
C (3.76528, -0.68628, -0.71464)
N (2.49665, -1.37000, -0.55929)
C (1.88885, -1.75630, -1.82075)
C (1.42888, -0.64687, -2.77481)
C (1.59957, -0.82044, 0.44027)
C (1.17714, 0.64900, 0.29525)
H (4.68678, -1.53350, 1.04961)
H (5.52117, -0.12061, 0.38833)
H (4.03679, 0.09140, 1.30518)
H (4.36177, -1.27725, -1.41478)
H (3.66274, 0.31499, -1.16640)
H (1.03274, -2.39815, -1.59889)
H (2.60729, -2.39043, -2.34751)
H (0.51490, -0.16290, -2.43226)
H (1.21772, -1.07763, -3.75496)
H (2.19388, 0.11918, -2.91008)
H (2.06685, -0.94811, 1.41941)
H (0.70890, -1.45213, 0.46575)
H (2.01935, 1.29522, 0.04248)
H (0.76387, 1.00727, 1.24147)
H (0.40718, 0.78311, -0.46369)
C (0.52679, 4.28456, 2.73061)
C (-0.62575, 5.25593, 2.53465)
N (-1.15587, 5.24607, 1.18509)
C (-2.05617, 6.35012, 0.91034)
C (-3.38018, 6.42004, 1.68329)
C (-1.56536, 3.94435, 0.68346)
C (-2.63220, 3.17266, 1.47261)
H (1.32814, 4.47958, 2.01694)
H (0.93027, 4.39439, 3.73808)
H (0.21329, 3.24635, 2.61850)
H (-0.26423, 6.26931, 2.73146)
H (-1.39398, 5.04882, 3.29774)
H (-2.27117, 6.34686, -0.16171)
H (-1.49867, 7.27304, 1.10048)
H (-4.10066, 5.68381, 1.33000)
H (-3.83097, 7.40541, 1.54777)
H (-3.23647, 6.27124, 2.75382)
H (-0.67260, 3.31907, 0.61140)
H (-1.90316, 4.07849, -0.34691)
H (-2.44609, 3.20487, 2.54697)
H (-2.62350, 2.12332, 1.17218)
H (-3.63684, 3.55187, 1.29145)

Output
**Orbital gap**: 6.43 eV
**Energy**: -1058.288457 Ha
**HOMO level**: -4.30 eV
**Total charge**: -1
**LUMO energy**: 2.13 eV

natural (NBO) atomic charges, in units of e: -0.850 -0.191 -0.084 -0.295 -0.469 0.753 -0.769 -0.778 0.340 0.368 0.174 0.187 0.171 0.444 -0.616 -0.211 -0.450 -0.208 -0.635 -0.217 -0.640 0.213 0.207 0.199 0.196 0.153 0.191 0.198 0.199 0.216 0.198 0.189 0.204 0.201 0.206 0.204 -0.616 -0.212 -0.452 -0.203 -0.636 -0.218 -0.640 0.211 0.210 0.205 0.191 0.156 0.191 0.185 0.202 0.208 0.204 0.197 0.195 0.202 0.218 0.201

Here is C15H37N5O7Sr as an isolated structure in a non-equilibrium geometry from the Open Molecules 2025 dataset. Energies are from the ωB97M-V functional and the def2-TZVPD basis.

Element x y z (Å)
Sr (-7.49907, 4.15519, -8.88246)
O (-6.16952, 5.05619, -10.70331)
H (-5.95864, 5.85810, -11.22005)
O (-8.30328, 3.06308, -6.93954)
H (-8.51876, 2.83013, -6.01551)
C (-8.64124, 2.13827, -11.69715)
O (-8.88814, 2.76570, -10.64229)
N (-8.92684, 2.62638, -12.89245)
C (-8.48359, 1.88560, -14.07186)
C (-9.60019, 3.92028, -13.06336)
H (-8.00390, 1.24082, -11.67305)
H (-9.23919, 1.71548, -14.83882)
H (-7.97963, 0.93838, -13.87977)
H (-7.74531, 2.45786, -14.63361)
H (-10.02515, 4.27424, -12.12410)
H (-8.86092, 4.63645, -13.42209)
H (-10.42458, 3.92556, -13.77643)
C (-9.55417, 6.58674, -9.79900)
O (-9.54537, 5.47717, -9.28399)
N (-10.13890, 7.66094, -9.26417)
C (-10.14419, 8.91202, -10.01353)
C (-11.08184, 7.68355, -8.06142)
H (-8.96956, 6.80299, -10.70657)
H (-11.10791, 9.31459, -10.32544)
H (-9.38708, 9.05969, -10.78364)
H (-9.80746, 9.57595, -9.21733)
H (-11.94297, 8.32182, -8.25931)
H (-11.43359, 6.66249, -7.91374)
H (-10.47758, 8.09064, -7.25070)
C (-7.13375, 7.02417, -6.48355)
O (-7.52693, 6.38791, -7.45561)
N (-7.97192, 7.25161, -5.41600)
C (-7.43299, 7.88813, -4.28190)
C (-9.37320, 6.83719, -5.34029)
H (-6.10168, 7.33753, -6.26260)
H (-6.68761, 8.60755, -4.62094)
H (-7.13904, 7.24563, -3.45191)
H (-8.23090, 8.54456, -3.93475)
H (-9.99229, 7.71746, -5.16720)
H (-9.74540, 6.42407, -6.27778)
H (-9.47445, 6.17834, -4.47788)
C (-6.22148, 1.09046, -8.20145)
O (-6.34761, 1.91514, -9.11313)
N (-5.95516, -0.21593, -8.36739)
C (-5.57927, -1.07665, -7.22662)
C (-6.13574, -0.85344, -9.68402)
H (-6.19705, 1.34138, -7.12970)
H (-5.53253, -0.50163, -6.30182)
H (-4.60881, -1.55217, -7.36868)
H (-6.22557, -1.93783, -7.05701)
H (-6.35458, -0.11572, -10.45602)
H (-5.28980, -1.47988, -9.96697)
H (-6.94925, -1.56735, -9.55496)
C (-4.14972, 4.78641, -8.33689)
O (-5.24124, 4.67632, -7.71998)
N (-3.15345, 3.90048, -8.24650)
C (-2.02672, 4.11167, -9.06485)
C (-3.31143, 2.62833, -7.50053)
H (-3.87446, 5.48078, -9.14578)
H (-2.00578, 5.14310, -9.41674)
H (-1.95144, 3.31111, -9.80074)
H (-1.16411, 3.92499, -8.42521)
H (-4.08913, 2.66638, -6.73773)
H (-3.47555, 1.72700, -8.09109)
H (-2.36102, 2.48128, -6.98748)

Output
**Orbital gap**: 7.33 eV
**Energy**: -1424.955401 Ha
**HOMO level**: -6.59 eV
**Energy relative to the best compared isomer or geometry (same formula, charge and spin)**: 39.9 kcal/mol
**LUMO energy**: 0.73 eV

natural (NBO) atomic charges, in units of e: 1.860 -1.382 0.426 -1.386 0.432 0.547 -0.683 -0.407 -0.412 -0.423 0.127 0.197 0.215 0.197 0.252 0.209 0.195 0.545 -0.677 -0.417 -0.419 -0.419 0.140 0.194 0.223 0.194 0.202 0.241 0.208 0.555 -0.649 -0.433 -0.407 -0.412 0.129 0.208 0.195 0.192 0.175 0.253 0.207 0.562 -0.692 -0.427 -0.407 -0.419 0.152 0.220 0.193 0.197 0.238 0.194 0.194 0.560 -0.700 -0.415 -0.395 -0.422 0.146 0.219 0.195 0.185 0.244 0.202 0.188

Here is C15H38BaNO11P as an isolated structure in a non-equilibrium geometry from the Open Molecules 2025 dataset. Energies are from the ωB97M-V functional and the def2-TZVPD basis.

Element x y z (Å)
Ba (1.58795, -2.53272, -0.71105)
C (-5.62231, 0.25948, -0.45947)
C (-4.82836, 1.63202, -0.65129)
C (-5.80063, 2.75904, -0.17218)
C (-5.17776, 4.18160, -0.04680)
C (-3.86587, 4.19548, 0.66992)
C (-2.82751, 3.09706, 0.23577)
N (-3.49907, 1.73761, 0.07819)
O (-2.66355, 0.59056, -0.06205)
C (-1.77306, 2.97914, 1.34071)
C (-2.21831, 3.52825, -1.04938)
C (-4.65378, 1.74668, -2.23973)
H (-5.82387, 0.18158, 0.60890)
H (-4.89842, -0.52080, -0.69450)
H (-6.54425, 0.11264, -1.02211)
H (-6.26046, 2.43565, 0.76167)
H (-6.58913, 2.87300, -0.91608)
H (-5.87524, 4.84760, 0.46121)
H (-5.04871, 4.55468, -1.06280)
H (-4.05988, 3.94432, 1.71270)
H (-3.40481, 5.18227, 0.62786)
H (-0.80913, 2.65781, 0.94613)
H (-2.00106, 2.26141, 2.12874)
H (-1.69946, 3.96349, 1.80302)
H (-1.46512, 2.81667, -1.38768)
H (-1.69558, 4.45686, -0.82017)
H (-2.74305, 3.81846, -1.95962)
H (-5.49654, 1.25556, -2.72620)
H (-3.73398, 1.21525, -2.48398)
H (-4.48314, 2.76510, -2.58871)
P (0.96817, -6.06890, 3.04450)
O (0.74131, -4.80946, 3.92613)
O (0.15333, -7.11333, 3.78810)
O (2.39115, -6.40045, 2.48162)
O (-0.08274, -5.53218, 2.08337)
C (4.60829, 2.65172, -1.21999)
O (4.39123, 1.38154, -1.75102)
H (5.19279, 3.19711, -1.96094)
H (3.63818, 3.14522, -1.16123)
H (5.08010, 2.61829, -0.23796)
H (5.16437, 1.16829, -2.27863)
C (7.08669, -4.34430, 1.10940)
O (5.71640, -3.95677, 0.97526)
H (7.36696, -5.28668, 0.63879)
H (7.77175, -3.55178, 0.80820)
H (7.16639, -4.53425, 2.17976)
H (5.25532, -4.66451, 1.43143)
C (2.29775, -0.08766, 6.13848)
C (3.04757, -0.06309, 4.77546)
O (2.32149, -0.83883, 3.86519)
O (1.92667, -1.35271, 6.63637)
H (1.41385, 0.54926, 6.10450)
H (3.01211, 0.31517, 6.85647)
H (4.01279, -0.54550, 4.92954)
H (3.14545, 0.97180, 4.44757)
H (2.10759, -1.63182, 4.36219)
H (1.77154, -1.98155, 5.92778)
C (1.96808, -3.26482, -6.09002)
C (1.30357, -1.95551, -6.09078)
O (0.68945, -1.70516, -4.81245)
O (2.72300, -3.49926, -4.92161)
H (2.49667, -3.43143, -7.02859)
H (1.23560, -4.07194, -6.10113)
H (0.57634, -1.79633, -6.88696)
H (2.04643, -1.17419, -6.25137)
H (0.05058, -1.01653, -5.01056)
H (3.21758, -4.31520, -5.02756)

Output
**Orbital gap**: 2.49 eV
**Energy**: -1843.215747 Ha
**HOMO level**: 0.24 eV
**Energy relative to the best compared isomer or geometry (same formula, charge and spin)**: 207.7 kcal/mol
**Total charge**: -2
**LUMO energy**: 2.73 eV

natural (NBO) atomic charges, in units of e: 0.461 -0.631 0.163 -0.404 -0.392 -0.401 0.111 -0.240 -0.843 -0.597 -0.641 -0.674 0.201 0.248 0.181 0.191 0.181 0.186 0.180 0.196 0.183 0.214 0.239 0.171 0.225 0.171 0.197 0.179 0.231 0.180 2.404 -0.806 -1.037 -1.189 -0.814 -0.244 -0.709 0.148 0.182 0.160 0.458 -0.252 -0.720 0.155 0.169 0.162 0.484 -0.082 -0.083 -0.690 -0.711 0.161 0.155 0.151 0.179 0.453 0.465 -0.088 -0.091 -0.707 -0.710 0.155 0.158 0.169 0.157 0.469 0.471

Here is C15H38Cl2O3P2W as an isolated structure in a non-equilibrium geometry from the Open Molecules 2025 dataset. Energies are from the ωB97M-V functional and the def2-TZVPD basis.

Element x y z (Å)
W (0.38075, -0.11088, -0.01339)
Cl (0.99700, -1.11723, -2.05892)
Cl (-0.55202, 0.66084, 1.96401)
H (0.76007, 1.28656, -0.85431)
H (0.46519, -1.68467, 0.58569)
P (-1.95308, -0.36135, -0.99202)
C (-2.22443, -2.07049, -1.69724)
C (-3.49706, -0.03803, -0.00405)
C (-1.96797, 0.75910, -2.48042)
C (-1.58065, -3.17041, -0.85116)
H (-1.67500, -2.00349, -2.65503)
C (-3.69825, -2.40971, -1.97726)
H (-4.23122, -2.68269, -1.05486)
H (-3.71861, -3.28600, -2.64160)
H (-4.24257, -1.60500, -2.48153)
H (-0.48892, -3.18084, -0.94735)
H (-1.94508, -4.14766, -1.20287)
H (-1.82824, -3.09092, 0.21718)
H (-1.12839, 0.34217, -3.06858)
C (-1.63083, 2.21687, -2.14461)
C (-3.26027, 0.62474, -3.30031)
H (-3.32275, -0.35366, -3.78944)
H (-3.25408, 1.39045, -4.08806)
H (-4.15728, 0.79031, -2.68448)
H (-1.26791, 2.36680, -1.11629)
H (-2.49420, 2.88255, -2.30202)
H (-0.82408, 2.56417, -2.80738)
C (-3.53466, -0.92918, 1.24345)
H (-4.31983, -0.34026, -0.67509)
C (-3.67589, 1.43953, 0.34341)
H (-3.82479, -1.96253, 1.01376)
H (-4.28279, -0.52953, 1.94180)
H (-2.57279, -0.92975, 1.77417)
H (-2.80861, 1.85253, 0.87650)
H (-4.54265, 1.53039, 1.01383)
H (-3.88887, 2.04868, -0.54328)
C (4.81924, -2.74265, -0.01248)
C (3.45091, -2.23068, 0.37726)
O (3.37511, -0.93092, -0.22359)
P (2.60454, 0.45447, 0.60574)
O (4.21564, 0.92598, 1.01459)
C (4.81496, 0.50715, 2.26110)
C (3.89414, 0.37314, 3.44742)
O (2.11268, 1.85665, 1.66822)
C (2.15167, 3.15370, 1.06149)
C (1.65417, 4.10205, 2.13154)
H (4.91313, -2.77832, -1.10374)
H (4.98396, -3.74523, 0.39182)
H (5.59239, -2.06678, 0.36097)
H (2.63665, -2.85038, -0.02473)
H (3.33544, -2.19643, 1.47579)
H (5.33624, -0.44034, 2.09651)
H (5.58321, 1.25347, 2.48385)
H (3.13667, -0.41127, 3.31312)
H (4.53055, 0.08589, 4.29605)
H (3.40643, 1.32031, 3.68744)
H (3.16886, 3.39783, 0.73661)
H (1.48550, 3.19523, 0.18960)
H (2.27858, 4.02973, 3.03040)
H (1.68497, 5.13573, 1.78039)
H (0.62507, 3.85024, 2.41236)

Output
**Orbital gap (spin up / spin down)**: 6.72 / 6.48 eV
**Energy**: -2490.110462 Ha
**HOMO level (spin up / spin down)**: -7.92 / -8.44 eV
**⟨S²⟩**: 2.01
**LUMO energy (spin up / spin down)**: -1.19 / -1.96 eV
**Multiplicity**: 3

natural (NBO) atomic charges, in units of e: 0.466 -0.363 -0.300 -0.160 -0.204 1.028 -0.520 -0.527 -0.531 -0.619 0.244 -0.620 0.208 0.222 0.211 0.242 0.212 0.211 0.256 -0.620 -0.614 0.214 0.221 0.202 0.221 0.212 0.228 -0.623 0.226 -0.616 0.210 0.217 0.234 0.228 0.216 0.210 -0.616 -0.060 -0.869 1.830 -0.813 -0.052 -0.645 -0.863 -0.068 -0.616 0.217 0.201 0.207 0.183 0.159 0.170 0.191 0.207 0.218 0.236 0.173 0.163 0.208 0.204 0.213